This record from the Open Molecules 2025 dataset describes a cluster of 2 separate species, C11H19N2O2 in total in a non-equilibrium geometry. The level of theory is ωB97M-V/def2-TZVPD.

Structure (XYZ):
```
34
Properties=species:S:1:pos:R:3
O 0.392 3.393 1.447
O -0.388 0.026 1.967
N 0.112 0.832 -1.136
N 0.314 -1.370 -0.226
C -0.202 2.166 -1.644
C 1.879 -2.418 -1.898
C -1.671 2.314 -1.535
C 0.220 -0.175 -0.579
C -0.273 1.901 3.267
C -1.628 -0.108 3.950
C 0.146 2.675 2.310
C 1.364 -2.485 -0.404
C 0.863 -3.848 -0.031
C -0.691 0.540 3.047
C 0.154 2.155 -3.207
H -0.008 2.288 4.237
H -0.096 1.220 -3.584
H -2.006 2.963 -0.748
H -0.416 2.962 -3.629
H -0.151 -1.493 0.716
H -1.715 0.279 4.987
H 1.514 -4.594 -0.430
H 2.381 -1.529 -2.063
H 0.784 -3.739 1.024
H -2.050 1.298 -1.540
H 2.398 -3.273 -2.115
H 0.015 -4.209 -0.427
H -2.035 2.798 -2.492
H -1.491 -1.223 4.012
H -2.695 -0.005 3.625
H 2.302 -2.242 0.226
H 1.247 2.390 -3.395
H 1.055 -2.362 -2.560
H 0.377 2.873 -1.171
```

Calculated values
<S²>: 2.02
Net charge: +1
HOMO (spin up / spin down) in eV: -8.916 / -13.929
E_LUMO (spin up / spin down) in eV: -2.8 / -6.2
Energy relative to the best compared isomer or geometry (same formula, charge and spin) in kcal/mol: 32.93
Multiplicity: 3